[1]
Here is a 5-piece molecular cluster, C30H34N4O4 overall at a distorted geometry from OMol25. Energies are from ωB97M-V/def2-TZVPD.

Results
Structure (SMILES)   CCCCC1=C(COC)C(=O)OC1=O.c1ccncc1.c1ccncc1.c1ccncc1.c1ccncc1
LUMO level   -1.10 eV
Charge   0
DFT total energy   -1683.22940 Eh
Kohn-Sham gap   8.31 eV
Relative energy (zero: lowest compared OMol25 entry of this formula, charge and spin)   289.10 kcal/mol

Atoms and positions in Å:
C -2.9950 -0.2038 2.7505
C -2.3686 -0.7330 1.2949
C -1.5311 0.4530 0.5435
C -0.2079 0.8737 1.4064
C 0.0025 2.4659 1.7179
C 0.0161 3.6394 0.7427
C -0.3611 3.6438 -0.8612
O -0.5908 4.9923 -1.4135
C -1.7441 5.6996 -0.8104
C 0.6526 4.7875 1.7209
O 1.3285 5.9142 1.4041
O 1.0682 4.2276 3.0497
C 0.0939 3.1685 3.2274
O -0.8588 3.0151 4.1718
H -3.8333 -0.9403 3.1498
H -3.5004 0.8440 2.6159
H -2.1037 -0.2262 3.5127
H -1.7118 -1.6892 1.5715
H -3.2353 -1.0405 0.5526
H -2.1814 1.4370 0.4745
H -1.1955 0.1444 -0.5360
H -0.1383 0.3228 2.4349
H 0.7810 0.5283 0.8363
H 0.3429 3.0352 -1.5673
H -1.4138 3.0867 -0.8914
H -2.3717 4.9485 -0.1405
H -1.3750 6.6117 -0.1869
H -2.4440 6.1159 -1.6332
C -2.9490 2.2372 -5.8648
C -3.4348 3.0191 -4.8222
C -2.9632 2.7724 -3.5428
N -2.0599 1.8122 -3.2471
C -1.6079 1.0680 -4.2797
C -2.0164 1.2415 -5.5923
H -3.2942 2.4020 -6.8813
H -4.1627 3.8021 -5.0014
H -3.3096 3.3579 -2.6960
H -0.8845 0.3017 -4.0155
H -1.6182 0.6156 -6.3827
C 0.2401 2.2838 8.0066
C -1.0449 2.5537 7.5480
C -2.1169 2.1769 8.3412
N -1.9871 1.5578 9.5350
C -0.7274 1.3074 9.9531
C 0.4062 1.6490 9.2332
H 1.1050 2.5655 7.4131
H -1.2080 3.0461 6.5961
H -3.1392 2.3686 8.0285
H -0.6501 0.8071 10.9144
H 1.3944 1.4251 9.6187
C 3.3204 -2.8690 -1.4559
C 3.1054 -1.6120 -0.9010
C 2.1389 -0.7996 -1.4722
N 1.3940 -1.1561 -2.5414
C 1.6266 -2.3816 -3.0596
C 2.5676 -3.2655 -2.5565
H 4.0686 -3.5342 -1.0346
H 3.6762 -1.2729 -0.0439
H 1.9317 0.1891 -1.0732
H 1.0166 -2.6433 -3.9196
H 2.7108 -4.2390 -3.0117
C 3.3525 -8.8125 -5.1748
C 3.7004 -8.8240 -3.8282
C 4.0606 -7.6253 -3.2337
N 4.0975 -6.4436 -3.8876
C 3.7562 -6.4641 -5.1943
C 3.3790 -7.6106 -5.8748
H 3.0635 -9.7323 -5.6748
H 3.6910 -9.7442 -3.2551
H 4.3373 -7.5819 -2.1843
H 3.7961 -5.5022 -5.6977
H 3.1129 -7.5681 -6.9249

***

[2]
Here is one molecule with the formula C3H4S at a distorted geometry from OMol25. Energies are from ωB97M-V/def2-TZVPD.

Results
Structure (SMILES)   CC#CS
LUMO level   0.77 eV
Charge   0
DFT total energy   -514.80630 Eh
Kohn-Sham gap   9.28 eV
Relative energy (zero: lowest compared OMol25 entry of this formula, charge and spin)   22.74 kcal/mol

Atoms and positions in Å:
C -0.7804 0.2623 -0.1561
C 0.5905 0.3599 0.2018
C 1.7981 0.1722 0.1334
S 3.4267 0.0529 -0.0387
H -0.9000 -0.3570 -1.0212
H -1.1503 1.3153 -0.4170
H -1.5031 0.0695 0.6760
H 3.2189 -1.3375 -0.0045

***

[3]
Here is C30H40BrCaF6N7O6S3 as an isolated structure from OMol25. Energies are from ωB97M-V/def2-TZVPD.

Results
LUMO level   0.25 eV
Charge   0
DFT total energy   -7047.49381 Eh
Kohn-Sham gap   8.25 eV
Relative energy (zero: lowest compared OMol25 entry of this formula, charge and spin)   26.19 kcal/mol

Atoms and positions in Å:
Ca -1.1063 0.4887 -0.5910
C 1.5172 -3.0857 1.5145
C 1.9553 -1.6949 1.1058
C 2.4967 -1.5032 -0.1707
C 2.4849 -2.6168 -1.1917
C 3.0706 -0.2772 -0.5311
C 3.7066 -0.1653 -1.8942
C 3.0456 0.7851 0.3732
C 3.6734 2.1223 0.0775
C 2.3949 0.6286 1.6025
C 2.2740 1.8311 2.5061
C 1.8703 -0.6078 1.9888
C 1.2360 -0.7275 3.3561
H 0.5230 -3.3376 1.1342
H 1.4926 -3.2029 2.5940
H 2.2105 -3.8341 1.1334
H 3.4931 -2.9874 -1.3992
H 2.0750 -2.2636 -2.1386
H 1.8770 -3.4607 -0.8797
H 4.5970 -0.7970 -1.9652
H 3.9918 0.8495 -2.1490
H 3.0193 -0.4987 -2.6727
H 2.9057 2.8834 -0.0829
H 4.3133 2.1137 -0.7989
H 4.2828 2.4569 0.9194
H 3.2304 2.0820 2.9755
H 1.5450 1.6800 3.2972
H 1.9605 2.7026 1.9285
H 1.9428 -0.4514 4.1425
H 0.8707 -1.7259 3.5657
H 0.3698 -0.0672 3.4310
F -5.7574 -0.3830 -1.7569
C -4.8756 0.5264 -1.3599
F -4.3893 0.1595 -0.1687
F -5.4717 1.7003 -1.2396
S -3.5120 0.6784 -2.5917
O -2.6134 1.6808 -2.0369
O -4.1288 0.9081 -3.8498
N -2.8478 -0.7488 -2.3501
S -1.5713 -1.1747 -3.1858
O -1.4578 -0.6289 -4.4958
O -0.4220 -1.0883 -2.2987
C -1.8726 -2.9773 -3.4025
F -2.9520 -3.1688 -4.1469
F -0.8182 -3.5179 -3.9967
F -2.0534 -3.5722 -2.2182
S -1.9386 1.6023 1.8686
C -1.2245 3.1445 2.1248
N -1.0398 4.0457 1.1782
C -0.4331 5.3455 1.4358
C 0.5813 5.2304 2.5588
C -0.1024 4.6319 3.7756
N -0.8746 3.4571 3.3838
H -1.0671 3.7775 0.1912
H -1.2126 6.0658 1.7027
H 0.0254 5.6667 0.5029
H 0.9870 6.2103 2.8085
H 1.4077 4.5949 2.2352
H -0.7614 5.3711 4.2395
H 0.6302 4.3217 4.5212
H -1.0514 2.7347 4.0606
C -2.1006 -5.8661 2.5417
C -3.2826 -5.5572 1.6283
C -2.9046 -5.7242 0.1608
C -3.8762 -4.1755 1.9102
N -2.9499 -3.0847 1.6292
C -2.7405 -2.3991 0.5086
N -1.7524 -1.5579 0.7187
N -1.3640 -1.7475 1.9999
N -2.0714 -2.6523 2.5513
H -1.7560 -6.8875 2.3780
H -2.3667 -5.7597 3.5942
H -1.2619 -5.1965 2.3420
H -4.0926 -6.2567 1.8590
H -2.0624 -5.0812 -0.1040
H -3.7379 -5.4900 -0.5055
H -2.5978 -6.7514 -0.0361
H -4.1499 -4.0789 2.9596
H -4.7643 -4.0023 1.3023
H -3.3024 -2.5113 -0.4020
Br 2.6885 5.3755 -1.3955
C 2.5735 4.0200 -2.7226
C 3.5391 4.0127 -3.7167
C 3.5072 3.0276 -4.6921
C 2.5289 2.0449 -4.6552
C 1.5949 2.0438 -3.6334
C 1.5934 3.0385 -2.6603
C 0.5051 3.0171 -1.6141
O -0.2781 3.9660 -1.5510
O 0.4764 1.9799 -0.8659
H 4.3054 4.7754 -3.7258
H 4.2524 3.0289 -5.4768
H 2.5016 1.2729 -5.4130
H 0.8440 1.2644 -3.5841

***

The highest Kohn-Sham gap belongs to which entry? C3H4S

***

relative energy (zero: lowest compared OMol25 entry of this formula, charge and spin) of number 2 (C3H4S)? 22.74 kcal/mol

***

DFT total energy of number 1 (C30H34N4O4)? -1683.22940 Eh